# 1
ORCA calculation (ωB97M-V with the def2-TZVPD basis set) on the ion C26H57N10 with charge +1.

Last column: natural (NBO) charge in e.
Positions of all 93 atoms, in Å:
C  4.51819  0.82557  -7.96834  -0.6002
H  3.68297  0.16552  -8.19242  0.2004
H  5.39728  0.21332  -7.78043  0.2026
C  4.20441  1.69585  -6.75801  -0.3861
C  3.92846  0.85494  -5.51265  -0.4017
C  3.62607  1.73525  -4.30159  -0.3814
H  4.47553  2.40103  -4.13240  0.2078
H  2.76466  2.36813  -4.53588  0.1903
C  3.34697  0.97005  -2.99902  -0.2223
C  4.56669  0.15174  -2.55874  -0.3965
C  4.53048  -0.23730  -1.08535  -0.6030
H  4.46103  0.64929  -0.45784  0.1987
H  3.67751  -0.87665  -0.87539  0.1985
H  5.43850  -0.77286  -0.81931  0.2142
H  4.64106  -0.75188  -3.16505  0.1997
H  5.46359  0.74774  -2.73822  0.2072
H  3.15150  1.71723  -2.21959  0.1967
C  2.08400  0.09881  -3.14380  -0.2255
N  1.49519  -0.29010  -1.88488  -0.5885
C  0.86049  0.53042  -1.14277  0.6255
N  0.35570  0.10381  0.08982  -0.6592
C  0.52714  -1.12639  0.62387  0.6974
N  0.04120  -1.33215  1.84321  -0.6064
C  0.03760  -2.58584  2.56931  -0.2262
C  1.15188  -2.68661  3.61751  -0.3936
C  1.11747  -1.58292  4.67863  -0.3977
C  -0.19341  -1.51892  5.46245  -0.4126
H  -0.37629  -2.48142  5.94153  0.2119
H  -1.01489  -1.32865  4.77097  0.1917
C  -0.19160  -0.39611  6.51355  -0.3912
C  -1.48988  0.41754  6.46116  -0.2330
N  -1.57279  0.97801  5.13921  -0.5955
C  -2.63291  1.36128  4.55386  0.6221
N  -3.89643  1.38172  5.07677  -0.8186
H  -4.62907  1.89242  4.61457  0.3991
H  -3.98153  1.31661  6.07663  0.4121
N  -2.56427  1.73829  3.21659  -0.6277
H  -3.43961  1.98573  2.77872  0.4096
C  -1.46408  1.68888  2.38083  0.6360
N  -1.45530  1.93314  1.12393  -0.6202
C  -2.60388  2.32707  0.34813  -0.2089
H  -2.32940  3.24530  -0.18391  0.2045
H  -3.48871  2.56251  0.95413  0.1580
C  -2.99044  1.25130  -0.68776  -0.2079
C  -4.13888  1.80324  -1.54130  -0.3910
C  -4.52900  0.90837  -2.71063  -0.6045
H  -5.26002  1.41640  -3.33451  0.2214
H  -3.66121  0.67517  -3.32328  0.2033
H  -4.97351  -0.02015  -2.36445  0.2028
H  -5.01330  1.96409  -0.90611  0.1962
H  -3.83821  2.77803  -1.93359  0.2014
C  -3.33616  -0.07774  0.00422  -0.4114
C  -2.81949  -1.30698  -0.74327  -0.3916
H  -1.75475  -1.18221  -0.95499  0.1883
H  -3.33081  -1.40844  -1.69956  0.2088
C  -3.01676  -2.58673  0.06580  -0.3891
C  -2.41531  -3.79580  -0.63930  -0.6032
H  -2.54083  -4.69274  -0.03812  0.2125
H  -2.90278  -3.95774  -1.59709  0.2113
H  -1.35294  -3.64361  -0.82136  0.1944
H  -2.55134  -2.46789  1.04786  0.1819
H  -4.08331  -2.75469  0.22554  0.2026
H  -2.89093  -0.08926  1.00373  0.1920
H  -4.41741  -0.15672  0.13049  0.2075
H  -2.12611  1.08566  -1.33915  0.1935
N  -0.29277  1.25161  2.95062  -0.8822
H  0.54468  1.66791  2.57362  0.4090
H  -0.22918  -0.49533  2.37343  0.4432
H  -0.39035  1.19000  3.98153  0.4457
H  -1.45788  1.21502  7.21317  0.2054
H  -2.34616  -0.23207  6.68410  0.1805
H  0.63861  0.28470  6.32085  0.2017
H  -0.06322  -0.80149  7.51610  0.2188
H  1.93705  -1.76361  5.37616  0.2200
H  1.29980  -0.61769  4.20287  0.1895
H  2.12163  -2.65683  3.11635  0.2072
H  1.05745  -3.65845  4.10380  0.2163
H  0.11736  -3.41556  1.86426  0.2064
H  -0.93222  -2.67290  3.06422  0.2150
N  1.13308  -2.04850  -0.10145  -0.7943
H  1.38231  -2.94508  0.27619  0.4112
H  1.45491  -1.67213  -1.02866  0.4608
H  -0.29051  0.78800  0.54300  0.4531
N  0.62216  1.84859  -1.36882  -0.8253
H  -0.03440  2.33378  -0.77960  0.4169
H  0.78821  2.21623  -2.28926  0.4107
H  2.33631  -0.83259  -3.65459  0.2096
H  1.34858  0.63437  -3.76001  0.1779
H  4.80081  0.23351  -5.30756  0.2004
H  3.08359  0.19327  -5.71248  0.1917
H  5.04711  2.36265  -6.56318  0.1967
H  3.33377  2.31919  -6.97542  0.1928
H  4.71120  1.44242  -8.84219  0.2140

Results
- E_tot: -42786.122 eV
- Multiplicity: 1
- HOMO-LUMO gap: 9.75 eV
- Energy relative to the best compared isomer or geometry (same formula, charge and spin): 0.890 eV
- Charge: +1
- HOMO: -0.4260 hartree


# 2
ORCA calculation (ωB97M-V with the def2-TZVPD basis set) on a structure of composition C26H58CdN14.

Last column: Löwdin charge in e.
Positions of all 99 atoms, in Å:
Cd  -1.09675  -0.22282  -0.21685  1.4185
C  -4.56421  -0.01244  3.23325  -0.0253
N  -3.21118  0.19055  2.71464  -0.1409
C  -2.41011  -1.00932  2.59837  -0.0699
C  -2.84990  1.34382  2.10419  -0.3967
N  -1.95037  1.33765  1.13998  -0.0163
C  -1.35423  2.62315  0.73408  -0.2113
C  0.14241  2.51194  0.43340  -0.1600
N  0.42690  1.45144  -0.56294  -0.2309
C  0.11777  1.91674  -1.93912  -0.1619
C  -0.15375  0.77076  -2.91023  -0.2142
N  -1.26565  -0.04966  -2.41920  -0.0404
C  -2.11855  -0.59011  -3.26484  -0.4152
N  -1.83786  -0.81846  -4.57241  -0.1417
C  -0.54018  -1.31672  -5.01234  -0.0303
C  -2.83462  -0.64618  -5.62758  -0.0282
N  -3.35767  -0.93053  -2.82305  -0.1485
C  -4.07517  -2.09740  -3.33169  -0.0319
C  -3.94957  -0.29296  -1.66338  -0.0724
C  1.80400  0.95199  -0.51808  -0.1231
C  1.17067  -0.41205  1.54961  -0.2151
N  0.44777  -1.42777  0.81077  -0.0063
C  0.93011  -2.66424  0.72419  -0.3851
N  1.86327  -3.21830  1.53028  -0.1454
C  2.06184  -2.89274  2.93552  -0.0362
C  2.93749  -4.03386  0.95693  -0.0371
N  0.44852  -3.49900  -0.23455  -0.1459
C  -0.17175  -3.00586  -1.43981  -0.0818
C  0.28372  -4.93237  0.00754  -0.0271
N  -3.43884  2.49046  2.55365  -0.1677
C  -4.06248  3.43376  1.63407  -0.0357
C  -3.70987  2.71260  3.97002  -0.0344
H  -4.99934  -0.89643  2.76356  0.0987
H  -5.19564  0.83881  2.99992  0.0892
H  -4.55629  -0.16401  4.31277  0.1025
H  -2.64236  -1.66764  3.43333  0.1031
H  -1.35135  -0.77134  2.63715  0.0552
H  -2.62416  -1.56408  1.67427  0.0650
H  -1.46221  3.36519  1.52510  0.1251
H  -1.87407  3.01574  -0.14374  0.0997
H  0.67500  2.28216  1.35560  0.1003
H  0.50959  3.48099  0.07887  0.1417
H  0.92559  2.55293  -2.31518  0.1392
H  -0.78461  2.52286  -1.87988  0.1166
H  0.75456  0.17810  -3.04605  0.1000
H  -0.39293  1.20901  -3.88045  0.1311
H  0.04782  -1.64836  -4.16138  0.0739
H  0.02296  -0.56463  -5.56772  0.0997
H  -0.69722  -2.17473  -5.66697  0.1033
H  -3.68524  -0.08356  -5.25327  0.0988
H  -3.18065  -1.60081  -6.02743  0.0947
H  -2.38233  -0.08107  -6.44258  0.1018
H  -3.42348  -2.69613  -3.96102  0.0930
H  -4.96060  -1.81342  -3.90229  0.1001
H  -4.39484  -2.71363  -2.48944  0.0965
H  -3.53102  0.70031  -1.52264  0.0686
H  -3.80444  -0.88317  -0.74738  0.0655
H  -5.02431  -0.19558  -1.81800  0.1024
H  2.52273  1.75290  -0.70116  0.1406
H  1.94014  0.18644  -1.27814  0.1123
H  0.47168  0.34736  1.89545  0.0828
H  1.70057  -0.75883  2.41604  0.0742
H  1.12584  -2.59026  3.40177  0.0987
H  2.82626  -2.12505  3.08314  0.0906
H  2.40111  -3.79872  3.43695  0.1030
H  2.84297  -4.08616  -0.12294  0.0939
H  2.93004  -5.04207  1.37449  0.0977
H  3.89090  -3.55750  1.18876  0.0940
H  0.33279  -2.10817  -1.78851  0.0562
H  -1.24453  -2.79716  -1.31422  0.0699
H  -0.07980  -3.76700  -2.21469  0.1023
H  0.51583  -5.17010  1.04040  0.0954
H  0.92732  -5.52405  -0.64507  0.1002
H  -0.75423  -5.20897  -0.18591  0.0979
H  -3.93309  3.10518  0.60600  0.0819
H  -3.64444  4.43676  1.74267  0.1008
H  -5.13409  3.48893  1.83918  0.0999
H  -3.25944  1.92621  4.56933  0.0967
H  -4.78244  2.75068  4.17577  0.0954
H  -3.27344  3.66533  4.27215  0.1011
C  6.32295  2.10087  -0.34655  -0.0733
C  6.07713  2.53425  1.09515  -0.4063
C  5.19119  3.77882  1.15506  -0.0754
C  5.55442  1.37542  1.94963  -0.1131
N  4.34353  0.74490  1.43606  -0.1586
C  3.00204  1.19208  1.71011  -0.0883
N  2.24188  0.31293  0.77362  -0.2038
N  3.27149  -0.75835  0.34902  0.0712
N  4.41026  -0.32530  0.75844  0.0447
H  6.76803  2.91731  -0.91720  0.0850
H  5.38508  1.82401  -0.83693  0.0632
H  6.99478  1.24258  -0.40197  0.0838
H  7.04117  2.79066  1.54274  0.1398
H  4.28470  3.64820  0.55636  0.0578
H  5.72287  4.63980  0.74779  0.0849
H  4.89807  4.01970  2.17957  0.0837
H  5.32942  1.71562  2.96053  0.1280
H  6.30842  0.59281  2.00320  0.1287
H  2.87969  2.23834  1.44434  0.0550

Results
- E_tot: -53312.341 eV
- Multiplicity: 1
- HOMO-LUMO gap: 6.70 eV
- Charge: +2
- HOMO: -0.4138 hartree


# 3
ORCA calculation (ωB97M-V with the def2-TZVPD basis set) on a structure of composition C26H58OP4Sc.

Last column: Löwdin charge in e.
Positions of all 90 atoms, in Å:
Sc  1.55808  -0.12768  -0.38604  0.6786
P  -0.79887  -1.52077  -0.50292  0.7611
P  2.91042  -1.58213  1.00590  0.7493
P  1.44844  -0.40923  -2.90281  0.7473
H  0.14101  3.83362  0.81033  0.0694
C  0.04690  3.60569  -0.26469  -0.0446
C  -0.98705  2.91602  -0.75914  -0.0161
H  -1.69901  2.41325  -0.10536  0.0233
C  -2.09221  -1.78145  0.79579  -0.2582
C  -0.24006  -3.27626  -0.61246  -0.2430
C  -1.95664  -1.40823  -1.92034  -0.2475
C  4.33710  -0.59878  1.63659  -0.2138
C  2.34973  -2.64677  2.36780  -0.2125
C  3.66526  -2.58457  -0.32190  -0.2267
C  0.29154  0.54050  -3.96760  -0.2087
C  1.25828  -2.06193  -3.67243  -0.2285
C  3.07669  0.04434  -3.59227  -0.2259
H  0.81765  4.03359  -0.92018  0.0728
H  -1.08896  2.70378  -1.84150  0.0705
H  -2.73307  -0.89418  0.88744  0.0236
H  -1.61625  -1.96612  1.76765  0.0302
H  -2.73868  -2.64226  0.55159  0.0820
H  0.40129  -3.52633  0.24365  0.0303
H  0.32878  -3.45588  -1.53087  0.0268
H  -1.11698  -3.93784  -0.59487  0.0776
H  -2.34716  -0.39151  -2.01020  0.0563
H  -2.81274  -2.08055  -1.79174  0.0788
H  -1.47224  -1.65399  -2.86458  0.0155
H  4.87214  -0.04666  0.83894  0.0489
H  5.03320  -1.25103  2.18604  0.0862
H  3.93225  0.18884  2.29387  0.0554
H  2.88667  -3.60516  2.41925  0.0855
H  1.28262  -2.85768  2.18412  0.0325
H  2.42808  -2.13261  3.34051  0.0679
H  4.52243  -3.14509  0.07084  0.0859
H  4.02328  -1.91232  -1.12234  0.0444
H  2.95094  -3.30097  -0.76001  0.0538
H  0.57633  0.48559  -5.02987  0.0890
H  0.29958  1.58849  -3.63907  0.0424
H  -0.72081  0.13210  -3.83417  0.0402
H  1.62730  -2.00393  -4.70595  0.0798
H  0.20476  -2.37088  -3.67859  0.0446
H  1.86713  -2.78499  -3.11288  0.0472
H  3.18121  -0.31951  -4.62792  0.0849
H  3.85136  -0.37431  -2.93455  0.0493
H  3.17239  1.13513  -3.57875  0.0264
C  3.65718  2.45511  -0.79324  -0.2520
C  4.80154  2.51894  -0.01284  -0.0277
C  5.93691  3.20061  -0.48079  -0.0145
C  5.86931  3.83665  -1.73756  -0.0268
C  4.74055  3.70953  -2.57331  -0.0159
C  3.61848  3.00211  -2.07970  -0.0488
O  2.52468  1.71387  -0.27455  -0.1524
H  1.67947  2.15962  -0.48908  0.0363
H  4.75162  2.15899  1.00939  0.1106
H  6.85662  3.23399  0.14183  0.1402
H  6.73249  4.37521  -2.11467  0.1241
H  4.75739  4.14344  -3.57494  0.1296
H  2.70438  2.96768  -2.68703  0.1145
C  -0.21276  -0.90417  4.62368  -0.1188
C  -1.54389  -0.32339  4.10255  -0.5406
C  -2.42236  0.16071  5.26747  -0.0951
P  -1.20678  0.87642  2.72008  1.0711
C  -2.85162  1.47278  2.04754  -0.5598
C  -4.07769  0.74107  2.61633  -0.1060
C  -3.09589  2.97533  2.05001  -0.1002
C  -0.35705  2.32859  3.45891  -0.5622
C  -0.96108  2.86520  4.74645  -0.0916
C  1.15855  2.07645  3.63605  -0.1127
H  0.29577  -0.19752  5.29070  0.0785
H  0.45934  -1.17734  3.80063  0.0241
H  -0.42879  -1.81199  5.20212  0.0993
H  -2.08937  -1.15697  3.61090  0.0784
H  -1.81960  0.57712  6.08524  0.0782
H  -3.16815  0.90932  4.97766  0.0574
H  -2.97350  -0.70208  5.67940  0.1041
H  -2.74131  1.14901  1.00251  0.0442
H  -4.44574  1.22727  3.53008  0.0855
H  -4.89144  0.80782  1.88036  0.0986
H  -3.91183  -0.32601  2.81680  0.0691
H  -3.99915  3.18253  1.46036  0.1049
H  -2.27909  3.53381  1.58805  0.0517
H  -3.27738  3.35797  3.06135  0.0853
H  -0.45191  3.11913  2.69832  0.0693
H  -0.73726  2.22330  5.60458  0.0783
H  -0.50446  3.84610  4.93142  0.1001
H  -2.03763  3.02688  4.67460  0.0687
H  1.70094  2.13871  2.67969  0.0472
H  1.58570  2.84114  4.30210  0.0969
H  1.35883  1.08722  4.06749  0.0470

Results
- E_tot: -87780.573 eV
- Multiplicity: 1
- HOMO-LUMO gap: 5.51 eV
- Energy relative to the best compared isomer or geometry (same formula, charge and spin): 0.363 eV
- Charge: +3
- HOMO: -0.5739 hartree